DFT (the ωB97M-V functional and the def2-TZVPD basis) results for an isolated ion of composition C8H7O3 and charge -1.

Calculated values
E_HOMO (alpha / beta) = -0.1653 / -0.1650 hartree
Relative energy (zero: lowest compared OMol25 entry of this formula, charge and spin) = 636.3 kJ/mol
Charge = -1
E = -14545.62114 eV
Frontier orbital gap (alpha / beta) = 6.374 / 6.362 eV

CARTESIAN COORDINATES (ANGSTROEM)
C: 2.08296 0.35074 -0.10465
C: 3.14127 0.91327 0.18329
C: 2.60198 -3.45275 -1.40969
C: -0.10308 -0.98636 0.24707
C: 0.60484 0.31329 -0.40845
C: 0.35189 -2.21331 -0.46370
C: 1.63884 -2.17675 -1.19079
C: -0.03870 1.58581 0.14479
O: 3.70792 -3.31222 -1.86329
O: 1.88754 -4.38625 -0.97667
O: 0.48391 -2.14150 -1.89437
H: 0.27459 -0.86604 1.34127
H: -1.11126 -0.63748 0.19160
H: 0.51740 0.38693 -1.43570
H: -0.23582 -3.08775 -0.18101
H: -0.97535 1.70362 -0.38288
H: 0.68698 2.32423 -0.01955
H: -0.28607 1.34272 1.07300

Mulliken atomic charge list, values in e, 4 entries: C -0.42; C -0.49; C 0.29; C -0.75